This record from the Open Molecules 2025 dataset describes 2 unconnected molecules or ions with the total composition C38H34NO4 in a non-equilibrium geometry. The level of theory is ωB97M-V/def2-TZVPD.

Geometry as XYZ:
```
77
Properties=species:S:1:pos:R:3:forces:R:3
C 4.00124 -2.01107 3.95831 0.18 -0.23 0.08
C 3.29138 -0.68886 3.78273 -0.64 -0.35 -0.16
O 1.88808 -1.02084 3.67855 1.53 0.38 0.05
C 1.08217 -0.02257 3.17189 -1.09 -0.13 -0.22
C -0.27106 -0.48581 3.33899 -0.02 0.37 -0.04
C -1.43121 0.30749 3.19379 1.43 -0.30 -0.37
C -2.74337 -0.33647 3.58393 -0.93 0.11 0.05
C -2.91856 -1.72031 3.73616 -0.24 0.16 -0.05
C -4.19539 -2.27765 3.89127 0.12 0.42 0.00
C -5.32084 -1.44488 3.92353 0.29 0.17 -0.01
C -5.15088 -0.05140 3.85399 0.15 -0.42 0.10
C -3.87510 0.49303 3.70331 -0.05 -0.27 -0.09
O -1.42896 1.46041 2.72447 -0.67 0.18 0.18
O 1.55732 0.99958 2.68733 -0.04 -0.32 0.30
H 5.08134 -1.87648 4.01776 0.09 0.10 0.00
H 3.68093 -2.51101 4.87949 -0.04 0.04 -0.19
H 3.79874 -2.67113 3.10724 -0.04 0.11 0.17
H 3.42880 -0.04187 4.66499 0.06 -0.03 -0.37
H 3.63029 -0.17437 2.87068 -0.15 -0.04 0.38
H -0.32524 -1.49639 3.72159 -0.06 0.23 0.11
H -2.04013 -2.36274 3.71344 -0.33 0.06 -0.10
H -4.29877 -3.36176 3.97694 -0.03 0.32 -0.03
H -6.31931 -1.87720 4.00793 0.25 0.13 0.02
H -6.01940 0.60789 3.91512 0.22 -0.19 -0.01
H -3.74551 1.57561 3.65645 0.10 -0.34 -0.17
C -6.55928 1.27036 -1.17363 0.44 -0.03 -0.09
N -5.38103 1.31281 -2.01729 -1.03 0.36 -0.40
C -5.65161 0.89034 -3.37939 0.30 0.12 0.50
C -4.09287 1.46849 -1.49423 1.23 0.02 0.53
C -3.40359 0.37650 -0.91480 -0.37 0.59 -0.50
C -2.09708 0.51905 -0.48920 0.79 0.67 -0.08
C -1.42986 1.77269 -0.59934 -2.26 -0.09 -0.24
C -0.04875 1.94256 -0.31017 2.63 -1.17 -0.28
C 0.98038 1.08137 -0.72854 -1.65 1.16 0.82
C 2.32636 1.33929 -0.31738 1.11 0.34 -0.46
C 3.41836 0.87954 -1.00490 -1.21 -0.01 0.12
C 4.78336 1.24814 -0.60884 0.92 0.52 0.54
C 5.03202 1.76646 0.68523 0.13 -0.29 -0.26
C 6.33082 2.04274 1.11044 -0.08 0.00 -0.24
C 7.41798 1.87466 0.24449 -0.24 -0.11 -0.30
C 7.17801 1.44570 -1.06829 -0.13 0.17 0.66
C 5.88365 1.13632 -1.47790 0.01 -0.05 -0.06
C 3.16895 0.04871 -2.21413 0.65 0.20 -0.68
O 4.02244 -0.07491 -3.11579 -1.03 0.01 1.11
C 1.82173 -0.56585 -2.34184 -0.62 0.71 0.88
C 1.58399 -1.68989 -3.25461 -0.55 -0.70 -0.67
C 0.40746 -2.46332 -3.10446 0.47 0.02 -0.13
C 0.12739 -3.51835 -3.96852 0.15 0.17 -0.07
C 0.98152 -3.80974 -5.03852 0.23 0.27 0.12
C 2.14504 -3.04706 -5.20688 -0.49 -0.23 0.34
C 2.45304 -2.02744 -4.30933 -0.05 0.10 -0.05
C 0.77677 0.01068 -1.65548 0.55 -0.75 -0.93
C -2.19330 2.90141 -1.01076 0.92 -0.59 0.21
C -3.46671 2.74215 -1.50533 -0.89 -0.82 -0.06
H -6.33554 1.63205 -0.16521 0.01 -0.10 -0.20
H -7.33459 1.91005 -1.61597 -0.07 -0.06 0.14
H -6.95575 0.24577 -1.11182 -0.11 0.05 0.15
H -4.74909 0.93998 -3.99738 -0.17 -0.01 0.17
H -6.04350 -0.13924 -3.38652 0.04 0.03 -0.22
H -6.41648 1.55567 -3.80373 0.07 -0.17 -0.16
H -3.90181 -0.59146 -0.85159 0.08 0.24 0.04
H -1.55391 -0.32729 -0.06354 -0.18 0.28 -0.02
H 0.26499 2.87428 0.16357 -0.13 -0.33 0.20
H 2.44708 1.97864 0.55228 -0.07 -0.04 -0.19
H 4.19876 1.92492 1.37180 0.32 -0.17 -0.07
H 6.48548 2.39286 2.13064 0.01 -0.06 -0.23
H 8.43481 2.07571 0.58377 -0.27 0.00 -0.07
H 7.99489 1.34495 -1.78079 -0.11 0.01 0.19
H 5.70678 0.79332 -2.49089 0.13 0.10 0.31
H -0.27443 -2.24079 -2.28195 0.20 -0.23 -0.24
H -0.76750 -4.11213 -3.79615 0.13 0.07 -0.11
H 0.75106 -4.62460 -5.72510 0.03 0.19 0.17
H 2.82316 -3.24087 -6.03579 -0.13 -0.05 0.16
H 3.36881 -1.45575 -4.42408 -0.33 -0.18 -0.05
H -0.24524 -0.29624 -1.88093 0.40 0.17 0.02
H -1.73405 3.89190 -0.97620 -0.07 -0.29 -0.10
H -4.03563 3.58367 -1.90488 0.17 -0.20 0.15
```
Positions in Å, forces in eV/Å.

The calculation puts the energy above the lowest of the compared OMol25 structures with the same formula, charge and spin at 0.00 kcal/mol. As for the total charge: -1.

***

This record from the Open Molecules 2025 dataset describes a molecular structure, C26H15BrN2O6Ta in a non-equilibrium geometry. The level of theory is ωB97M-V/def2-TZVPD.

Geometry as XYZ:
```
51
Properties=species:S:1:pos:R:3:forces:R:3
Ta 0.65309 0.07613 -0.97391 0.76 -1.00 -0.01
C 2.39832 -0.97623 -2.66806 0.16 -0.40 -0.01
C 1.30906 -0.46892 -3.37561 -0.88 0.76 -0.34
C 1.23477 0.93387 -3.15308 0.08 -0.27 -0.08
C 2.24245 1.26605 -2.22879 0.26 0.10 -0.49
C 2.96846 0.05264 -1.94228 0.14 0.97 0.61
H 2.68734 -2.01313 -2.61724 -0.05 0.03 0.06
H 0.60200 -1.03254 -3.96406 0.05 -0.05 -0.01
H 0.51980 1.62819 -3.56577 -0.05 -0.07 -0.07
H 2.49421 2.28258 -1.97367 0.03 -0.06 0.24
H 3.80147 -0.03536 -1.26158 0.05 -0.09 -0.09
Br -2.57713 -6.45906 0.89634 0.02 0.02 -0.01
C -1.50262 -5.00062 0.38432 0.02 -0.02 -0.03
C -0.57603 -5.15157 -0.65366 -0.04 -0.01 0.04
C 0.22582 -4.09884 -1.03766 -0.02 -0.02 -0.02
C 0.09571 -2.86042 -0.41321 0.00 -0.06 -0.04
O 0.88476 -1.85290 -0.79082 -0.14 -0.27 0.39
C -0.82619 -2.71043 0.63057 0.03 0.11 0.02
C -0.84832 -1.49435 1.38109 -0.07 -0.02 -0.13
N -0.30119 -0.38687 1.00059 -0.16 0.16 0.04
C -0.24670 0.69312 1.91872 -0.04 -0.03 0.03
C -1.18557 1.00038 2.86218 0.00 0.01 0.00
C -0.95377 2.05659 3.76837 -0.04 -0.01 0.01
C 0.21026 2.76579 3.72855 0.03 0.01 -0.01
C 1.18350 2.47955 2.74067 -0.07 -0.07 -0.02
C 2.40947 3.16267 2.63403 0.02 0.06 0.04
C 3.28225 2.82684 1.63788 0.06 0.02 -0.02
C 2.91187 1.85383 0.70485 -0.10 -0.08 0.05
N 1.76913 1.18602 0.75843 -0.13 0.01 -0.20
C 0.92549 1.46133 1.80613 0.07 0.14 0.01
C -1.61393 -3.79942 1.03755 -0.01 0.01 0.02
H -0.48810 -6.10709 -1.15244 0.00 0.00 0.00
H 0.94929 -4.21702 -1.83252 0.00 0.00 0.00
H -1.31614 -1.52803 2.36358 0.01 0.00 0.00
H -2.11448 0.44710 2.91567 0.00 0.01 0.00
H -1.71053 2.29315 4.50299 0.00 0.00 0.00
H 0.39852 3.56231 4.43605 0.01 0.00 0.00
H 2.64726 3.94599 3.34293 0.01 0.00 0.00
H 4.23755 3.31916 1.53019 0.00 0.00 0.00
H 3.57508 1.63242 -0.11591 0.01 0.03 0.02
H -2.31080 -3.68539 1.85803 0.00 0.01 0.00
O -5.17682 2.08862 -1.77334 0.04 0.04 -0.01
C -4.04995 1.72354 -1.66675 -0.13 -0.07 0.02
C -2.86915 2.53804 -1.08371 0.13 0.16 0.06
O -2.90631 3.65710 -0.65352 0.00 -0.03 0.00
C -1.73937 1.60437 -1.16285 0.02 -0.13 0.04
C -2.08252 0.39472 -1.67820 0.06 0.08 0.09
O -1.12199 -0.50946 -1.75201 -0.09 0.04 -0.06
C -3.50756 0.32036 -2.04529 -0.04 -0.05 -0.04
O -4.13237 -0.59298 -2.50252 0.04 0.00 0.01
O -0.45936 1.72816 -0.80129 -0.04 0.05 -0.10
```
Positions in Å, forces in eV/Å.

The calculation puts the energy above the lowest of the compared OMol25 structures with the same formula, charge and spin at 10.97 kcal/mol. As for the total charge: +1.